[1]
A cluster of 3 separate species, C5H8O2 in total at a distorted geometry. Source: the Open Molecules 2025 dataset; level of theory: ωB97M-V with the def2-TZVPD basis set.

F_max (eV/Å): 1.064
SMILES: C=C=O.C=C.C=O
HOMO (Ha): -0.34943
Energy relative to the best compared isomer or geometry (same formula, charge and spin) (kcal/mol): 71.3
Orbital gap (eV): 10.38
Multiplicity: 1
E (Ha): -345.69141

Last column: Mulliken charge in e.
Cartesian coordinates (Å):
C1 -0.8700 1.9797 -0.0171  -0.88
C2 -0.0434 1.3144 0.7582  0.77
O1 0.7579 0.8258 1.4571  -0.40
H1 -1.6072 1.4914 -0.6368  0.27
H2 -0.7764 3.0581 0.0255  0.27
C3 -1.1113 -1.3394 -0.7563  -0.47
C4 -1.3582 -1.3170 0.5513  -0.64
H3 -1.8920 -1.1306 -1.4866  0.30
H4 -0.1254 -1.5928 -1.1418  0.24
H5 -2.3435 -1.0823 0.9502  0.26
H6 -0.5831 -1.5530 1.2775  0.31
C5 2.4898 -0.1553 -0.2427  -0.10
O2 2.2048 -1.3050 -0.4889  -0.42
H7 2.0358 0.6895 -0.7918  0.24
H8 3.2224 0.1164 0.5421  0.25

=====

[2]
A structure of composition C5H8O2 at a distorted geometry. Source: the Open Molecules 2025 dataset; level of theory: ωB97M-V with the def2-TZVPD basis set.

F_max (eV/Å): 1.104
HOMO (spin up / spin down) (Ha): -0.27764 / -0.27763
Energy relative to the best compared isomer or geometry (same formula, charge and spin) (kcal/mol): 115.4
Orbital gap (spin up / spin down) (eV): 7.83 / 7.83
Multiplicity: 1
E (Ha): -345.62102

Last column: Mulliken charge in e.
Cartesian coordinates (Å):
C1 -1.8454 -0.2920 -0.2720  -1.29
C2 -0.7101 0.6636 -0.0259  0.20
O1 -0.3572 0.8507 1.4186  -0.38
C3 0.9015 0.6532 1.1197  -0.61
C4 1.2745 -1.0931 0.0277  -1.13
C5 0.8233 0.2832 -0.2800  0.94
O2 1.3443 0.8823 -1.4327  -0.51
H1 -1.5298 -1.3394 -0.2208  0.32
H2 -2.6616 -0.1291 0.4403  0.33
H3 -2.2325 -0.0899 -1.2759  0.34
H4 -0.9469 1.6761 -0.3501  0.39
H5 1.7196 0.7848 1.8292  0.50
H6 0.6711 -1.8568 -0.4875  0.27
H7 1.4333 -1.3090 1.1097  0.24
H8 2.1158 0.3153 -1.6004  0.40

=====

[3]
A cluster of 2 separate species, C5H8O2 in total at a distorted geometry. Source: the Open Molecules 2025 dataset; level of theory: ωB97M-V with the def2-TZVPD basis set.

F_max (eV/Å): 3.060
HOMO (Ha): -0.29844
Energy relative to the best compared isomer or geometry (same formula, charge and spin) (kcal/mol): 83.7
Orbital gap (eV): 8.61
Multiplicity: 1
E (Ha): -345.67159

Last column: Mulliken charge in e.
Cartesian coordinates (Å):
C1 1.1592 1.8870 1.0719  0.73
C2 -0.8303 0.1230 0.2073  -0.30
C3 -1.8018 0.9049 -0.5648  -0.92
C4 1.2054 -1.5423 0.2112  -1.00
C5 -0.0167 -0.9029 -0.4238  0.05
O1 1.3406 2.0078 -0.0590  -0.38
O2 1.0400 1.8793 2.2146  -0.37
H1 -2.6821 0.8569 0.1307  0.29
H2 -2.2018 0.6506 -1.5843  0.31
H3 -1.2262 1.7928 -0.6462  0.28
H4 2.0333 -0.7811 0.3152  0.24
H5 1.7018 -2.4574 -0.4186  0.29
H6 1.0197 -1.9767 1.2600  0.27
H7 -0.8492 -1.6160 -0.2051  0.16
H8 0.1081 -0.8257 -1.5090  0.34

=====

[4]
A cluster of 2 separate species, C5H8O2 in total at a distorted geometry. Source: the Open Molecules 2025 dataset; level of theory: ωB97M-V with the def2-TZVPD basis set.

F_max (eV/Å): 5.848
HOMO (Ha): -0.27435
Energy relative to the best compared isomer or geometry (same formula, charge and spin) (kcal/mol): 126.6
Orbital gap (eV): 7.68
Multiplicity: 1
E (Ha): -345.60321

Last column: Mulliken charge in e.
Cartesian coordinates (Å):
C1 -3.1693 -0.6587 0.0490  -0.09
C2 1.3501 -0.3878 -0.6847  -0.73
C3 1.9341 0.5762 0.2838  -0.67
C4 0.4043 0.5110 0.0817  0.30
C5 -0.1122 1.6585 -0.6012  -0.67
O1 -2.8318 0.2168 0.7718  -0.44
O2 -1.2603 2.1092 -0.2250  -0.16
H1 -3.6621 -0.3919 -0.9940  0.23
H2 1.3330 -0.0792 -1.6817  0.33
H3 1.2672 -1.3859 -0.5332  0.31
H4 2.1637 0.0123 1.2194  0.23
H5 2.3480 1.4208 -0.0729  0.40
H6 -0.3620 0.1550 0.7369  0.38
H7 -3.1327 -1.7680 0.4826  0.23
H8 -1.8486 1.7410 0.5463  0.34

=====

[5]
An isolated molecule of C5H8O2. Source: the Open Molecules 2025 dataset; level of theory: ωB97M-V with the def2-TZVPD basis set.

F_max (eV/Å): 0.608
SMILES: CCCC(=O)C=O
HOMO (Ha): -0.35576
Energy relative to the best compared isomer or geometry (same formula, charge and spin) (kcal/mol): 20.7
Orbital gap (eV): 9.90
Multiplicity: 1
E (Ha): -345.77204

Last column: Mulliken charge in e.
Cartesian coordinates (Å):
C1 -2.2042 0.0577 -0.7108  -1.25
C2 -1.0717 -0.4602 0.1725  -0.24
C3 0.2652 0.1887 -0.1755  -0.66
C4 1.4146 -0.3162 0.6619  0.58
O1 1.3315 -1.2075 1.4791  -0.53
C5 2.7705 0.3805 0.4909  -0.06
O2 2.8874 1.5598 0.7180  -0.43
H1 -2.3245 1.1422 -0.6084  0.32
H2 -3.1602 -0.4046 -0.4467  0.35
H3 -2.0164 -0.1576 -1.7688  0.32
H4 -0.9822 -1.5482 0.0747  0.29
H5 -1.3019 -0.2725 1.2275  0.31
H6 0.5284 -0.0084 -1.2281  0.32
H7 0.2213 1.2838 -0.0861  0.35
H8 3.6423 -0.2375 0.2001  0.34

=====

[6]
An isolated molecule of C5H8O2. Source: the Open Molecules 2025 dataset; level of theory: ωB97M-V with the def2-TZVPD basis set.

F_max (eV/Å): 0.510
SMILES: O=CCC1(O)CC1
HOMO (Ha): -0.35858
Energy relative to the best compared isomer or geometry (same formula, charge and spin) (kcal/mol): 35.3
Orbital gap (eV): 10.66
Multiplicity: 1
E (Ha): -345.74866

Last column: Mulliken charge in e.
Cartesian coordinates (Å):
O1 2.4779 0.7431 -0.5144  -0.54
C1 2.1667 -0.0722 0.3257  0.07
C2 0.7547 -0.3309 0.7903  -0.76
C3 -0.3064 -0.0572 -0.2754  0.99
O2 0.1347 -0.1700 -1.5942  -0.59
C4 -1.6873 -0.5758 -0.0646  -0.69
C5 -1.4257 0.9099 -0.0026  -0.86
H1 2.9470 -0.6832 0.8223  0.36
H2 0.6041 0.3259 1.6610  0.34
H3 0.6994 -1.3604 1.1670  0.32
H4 0.8392 0.4888 -1.7011  0.35
H5 -1.9121 -1.1074 0.8568  0.25
H6 -2.1818 -0.9616 -0.9507  0.26
H7 -1.7674 1.5109 -0.8397  0.27
H8 -1.4789 1.3980 0.9671  0.24

=====

[7]
A structure of composition C5H8O2. Source: the Open Molecules 2025 dataset; level of theory: ωB97M-V with the def2-TZVPD basis set.

F_max (eV/Å): 0.439
HOMO (Ha): -0.38337
Energy relative to the best compared isomer or geometry (same formula, charge and spin) (kcal/mol): 3.2
Orbital gap (eV): 11.16
Multiplicity: 1
E (Ha): -345.79992

Last column: Mulliken charge in e.
Cartesian coordinates (Å):
C1 -0.0510 -0.1844 -1.5465  -1.50
C2 0.1442 0.0781 -0.0652  1.49
C3 0.7795 1.4263 0.2101  -1.55
C4 -1.0227 -0.3802 0.8308  -0.64
C5 -0.0789 -1.5257 1.1849  0.44
O1 -0.1085 -2.5472 1.7967  -0.55
O2 0.9739 -1.0040 0.4959  -0.42
H1 -0.5102 -1.1648 -1.7090  0.37
H2 -0.6909 0.5822 -1.9961  0.36
H3 0.9183 -0.1719 -2.0551  0.34
H4 0.9158 1.5974 1.2820  0.37
H5 1.7620 1.4704 -0.2720  0.34
H6 0.1650 2.2356 -0.2004  0.36
H7 -1.2240 0.2721 1.6854  0.29
H8 -1.9594 -0.6583 0.3421  0.28

=====

[8]
An isolated molecule of C5H8O2. Source: the Open Molecules 2025 dataset; level of theory: ωB97M-V with the def2-TZVPD basis set.

F_max (eV/Å): 0.433
HOMO (Ha): -0.32223
Energy relative to the best compared isomer or geometry (same formula, charge and spin) (kcal/mol): 88.7
Orbital gap (eV): 9.55
Multiplicity: 1
E (Ha): -345.66366

Last column: Mulliken charge in e.
Cartesian coordinates (Å):
O1 2.6497 -0.5813 0.1625  -0.53
C1 1.2526 -0.5579 0.3738  -0.54
C2 0.6122 0.7030 -0.2348  -0.59
C3 -0.8741 0.5736 -0.5154  0.20
C4 -1.7806 0.0489 0.6020  -0.53
C5 -1.9039 -1.2227 -0.2590  -0.29
O2 -1.1832 -0.6666 -1.2321  -0.20
H1 2.7908 -0.6762 -0.7867  0.33
H2 1.1370 -0.5747 1.4600  0.29
H3 0.7577 1.5619 0.4345  0.23
H4 1.1358 0.9373 -1.1729  0.43
H5 -1.2496 1.4323 -1.0832  0.38
H6 -1.3546 -0.0572 1.6037  0.24
H7 -2.7583 0.5351 0.6820  0.29
H8 0.7686 -1.4555 -0.0345  0.29

=====

[9]
A cluster of 2 separate species, C5H8O2 in total at a distorted geometry. Source: the Open Molecules 2025 dataset; level of theory: ωB97M-V with the def2-TZVPD basis set.

F_max (eV/Å): 1.665
HOMO (Ha): -0.37775
Energy relative to the best compared isomer or geometry (same formula, charge and spin) (kcal/mol): 38.7
Orbital gap (eV): 11.27
Multiplicity: 1
E (Ha): -345.74329

Last column: Mulliken charge in e.
Cartesian coordinates (Å):
C1 -0.7085 1.2997 -0.2774  -1.34
C2 -0.3383 -0.1267 0.0420  1.37
C3 -1.3624 -0.9509 0.7611  -1.34
C4 0.6487 -0.8051 -0.7914  -0.79
C5 2.8027 0.9225 -0.1643  0.13
O1 3.5085 0.6633 0.6895  -0.20
O2 0.9776 -0.3568 0.5257  -0.46
H1 0.1230 1.8346 -0.7461  0.36
H2 -1.5567 1.2918 -0.9708  0.33
H3 -1.0081 1.8323 0.6311  0.32
H4 -0.9298 -1.9272 0.9965  0.36
H5 -1.6544 -0.4637 1.6969  0.31
H6 -2.2408 -1.0783 0.1239  0.33
H7 0.6299 -1.8850 -0.9055  0.28
H8 1.1085 -0.2506 -1.6110  0.35